1.
# C33H29BrN3O3Sc

A structure of composition C33H29BrN3O3Sc (ωB97M-V/def2-TZVPD, the OMol25 dataset).

Output
Max |F| = 0.6 eV/A
Orbital gap = 7.5 eV

Positions of all 70 atoms, in Å:
1 Sc -0.017 0.366 0.075
2 Br -4.688 1.737 5.664
3 C -3.325 1.738 4.352
4 C -3.056 2.912 3.644
5 C -2.069 2.943 2.687
6 C -1.336 1.785 2.359
7 O -0.430 1.824 1.420
8 C -1.603 0.609 3.108
9 C -0.737 -0.548 3.012
10 N 0.050 -0.775 2.028
11 C 1.107 -1.706 2.164
12 C 0.978 -3.014 2.516
13 C 2.130 -3.833 2.636
14 C 3.375 -3.326 2.413
15 C 3.533 -1.968 2.031
16 C 4.785 -1.353 1.796
17 C 4.834 -0.041 1.430
18 C 3.620 0.665 1.255
19 N 2.446 0.131 1.458
20 C 2.393 -1.163 1.874
21 C -2.586 0.610 4.109
22 H -3.629 3.805 3.859
23 H -1.855 3.855 2.146
24 H -0.694 -1.202 3.888
25 H -0.007 -3.428 2.696
26 H 2.010 -4.873 2.911
27 H 4.256 -3.948 2.516
28 H 5.695 -1.931 1.914
29 H 5.774 0.463 1.255
30 H 3.631 1.693 0.909
31 H -2.757 -0.292 4.685
32 C 0.337 3.274 -1.513
33 N -0.613 2.163 -1.531
34 C -0.752 1.628 -2.888
35 C -1.931 2.641 -1.059
36 C -2.845 1.482 -0.762
37 C -4.221 1.604 -0.917
38 C -5.047 0.539 -0.580
39 C -4.486 -0.642 -0.112
40 C -3.103 -0.745 0.011
41 C -2.240 0.309 -0.299
42 H -0.029 4.123 -2.106
43 H 1.295 2.951 -1.919
44 H 0.481 3.602 -0.482
45 H -1.092 2.411 -3.580
46 H -1.480 0.818 -2.885
47 H 0.203 1.245 -3.244
48 H -2.361 3.327 -1.805
49 H -1.742 3.220 -0.153
50 H -4.652 2.524 -1.299
51 H -6.121 0.629 -0.690
52 H -5.122 -1.480 0.148
53 H -2.685 -1.689 0.358
54 C 3.431 0.400 -2.824
55 C 2.159 -0.094 -2.186
56 O 1.715 0.579 -1.238
57 C 1.492 -1.273 -2.686
58 C 1.872 -1.806 -3.940
59 C 1.220 -2.875 -4.491
60 C 0.159 -3.459 -3.774
61 C -0.219 -2.993 -2.544
62 C 0.440 -1.888 -1.948
63 O 0.097 -1.502 -0.764
64 H 3.838 1.199 -2.210
65 H 3.222 0.795 -3.821
66 H 4.162 -0.400 -2.938
67 H 2.682 -1.343 -4.489
68 H 1.508 -3.258 -5.460
69 H -0.373 -4.301 -4.202
70 H -1.030 -3.447 -1.990

Here are the Löwdin charges for atoms 1 to 2, given in e:
1. Sc 1.01
2. Br 0.72


2.
# C45H64IrN8O4P

A structure of composition C45H64IrN8O4P in a non-equilibrium geometry (ωB97M-V/def2-TZVPD, the OMol25 dataset).

Output
Expectation value of S² = 8.77
Max |F| = 4.9 eV/A
2S+1 = 6
Total charge = +1
Orbital gap (alpha / beta) = 7.8 / 5.9 eV

Positions of all 123 atoms, in Å:
1 Ir -0.369 0.984 -0.227
2 N -0.721 2.046 2.035
3 C -1.855 2.964 2.081
4 C -2.868 2.721 0.883
5 O -3.911 3.341 0.944
6 O -2.497 1.910 0.000
7 H -0.944 1.201 2.553
8 H 0.113 2.454 2.444
9 H -1.516 3.994 1.985
10 H -2.444 2.885 3.000
11 C 4.600 -2.195 4.157
12 C 4.806 -2.204 2.635
13 C 4.760 -3.649 2.123
14 C 6.182 -1.610 2.318
15 C 3.670 -1.431 1.996
16 C 2.347 -1.792 2.251
17 C 1.318 -1.060 1.698
18 N 1.516 -0.004 0.923
19 C 2.771 0.356 0.635
20 C 3.859 -0.342 1.159
21 C 2.942 1.534 -0.233
22 C 4.200 2.014 -0.598
23 C 4.340 3.128 -1.416
24 C 3.152 3.706 -1.855
25 C 1.943 3.187 -1.439
26 N 1.819 2.136 -0.643
27 C 5.673 3.723 -1.821
28 C 5.706 5.197 -1.387
29 C 6.860 2.999 -1.180
30 C 5.802 3.639 -3.349
31 H 5.404 -2.734 4.651
32 H 3.663 -2.671 4.429
33 H 4.588 -1.175 4.534
34 H 5.542 -4.233 2.600
35 H 4.916 -3.681 1.047
36 H 3.804 -4.117 2.342
37 H 6.954 -2.187 2.822
38 H 6.258 -0.581 2.664
39 H 6.391 -1.646 1.251
40 H 2.119 -2.632 2.883
41 H 0.285 -1.330 1.872
42 H 4.861 -0.033 0.925
43 H 5.085 1.516 -0.247
44 H 3.148 4.556 -2.515
45 H 1.034 3.665 -1.760
46 H 5.571 5.287 -0.312
47 H 4.930 5.777 -1.879
48 H 6.666 5.633 -1.649
49 H 6.804 3.032 -0.094
50 H 7.785 3.486 -1.478
51 H 6.915 1.962 -1.506
52 H 4.957 4.109 -3.843
53 H 5.853 2.603 -3.673
54 H 6.706 4.146 -3.677
55 O -0.273 -0.115 -4.393
56 C -0.278 0.448 -3.315
57 O 0.266 0.070 -2.242
58 C -0.986 1.825 -3.241
59 C -1.588 2.357 -4.396
60 C -2.073 3.635 -4.354
61 C -1.927 4.394 -3.171
62 C -2.326 5.742 -3.054
63 C -2.161 6.420 -1.878
64 C -1.574 5.793 -0.768
65 C -1.143 4.498 -0.860
66 C -1.331 3.760 -2.044
67 N -0.903 2.479 -2.116
68 H -1.626 1.735 -5.278
69 H -2.536 4.089 -5.221
70 H -2.766 6.225 -3.914
71 H -2.477 7.448 -1.794
72 H -1.470 6.345 0.154
73 H -0.645 3.994 -0.048
74 N -1.395 -0.800 0.367
75 P -2.575 -1.814 0.288
76 N -3.746 -1.735 1.511
77 C -4.725 -0.669 1.412
78 C -4.397 0.458 2.381
79 C -4.479 -0.020 3.834
80 C -4.304 -1.538 3.892
81 C -3.273 -1.992 2.867
82 N -2.042 -3.403 0.494
83 C -0.727 -3.781 0.034
84 C -0.046 -4.644 1.097
85 C -0.896 -5.879 1.391
86 C -2.304 -5.458 1.797
87 C -2.905 -4.539 0.729
88 N -3.533 -1.703 -1.095
89 C -4.743 -2.446 -1.354
90 C -4.503 -3.569 -2.372
91 C -3.811 -3.036 -3.624
92 C -2.555 -2.256 -3.249
93 C -2.944 -1.140 -2.282
94 H -5.719 -1.081 1.623
95 H -4.723 -0.282 0.391
96 H -5.059 1.306 2.203
97 H -3.379 0.767 2.141
98 H -5.435 0.257 4.275
99 H -3.700 0.467 4.423
100 H -5.254 -2.032 3.681
101 H -3.980 -1.840 4.888
102 H -3.098 -3.064 2.967
103 H -2.321 -1.478 3.055
104 H -0.159 -2.867 -0.160
105 H -0.795 -4.359 -0.899
106 H 0.073 -4.057 2.010
107 H 0.942 -4.946 0.748
108 H -0.443 -6.468 2.190
109 H -0.948 -6.506 0.497
110 H -2.265 -4.941 2.759
111 H -2.942 -6.335 1.917
112 H -3.891 -4.191 1.037
113 H -3.017 -5.129 -0.191
114 H -5.490 -1.754 -1.764
115 H -5.124 -2.856 -0.417
116 H -5.465 -4.016 -2.628
117 H -3.879 -4.342 -1.921
118 H -4.492 -2.379 -4.169
119 H -3.556 -3.872 -4.276
120 H -2.078 -1.829 -4.130
121 H -1.829 -2.911 -2.760
122 H -3.668 -0.471 -2.762
123 H -2.079 -0.551 -1.976

Here are the Löwdin charges for atoms 1 to 2, given in e:
1. Ir 1.58
2. N -0.03


3.
# H18O9

A cluster of 9 separate species, H18O9 in total in a non-equilibrium geometry (ωB97M-V/def2-TZVPD, the OMol25 dataset).

Output
Expectation value of S² = 0.76
Max |F| = 1.9 eV/A
2S+1 = 2
Total charge = +1
Orbital gap (alpha / beta) = 10.9 / 2.1 eV
Relative energy (zero: lowest compared OMol25 entry of this formula, charge and spin) = 1.157 eV

Positions of all 27 atoms, in Å:
1 O -13.581 -1.990 15.562
2 H -12.679 -2.295 15.465
3 H -13.580 -1.113 15.178
4 O -14.421 0.396 14.471
5 H -15.324 0.302 14.776
6 H -14.429 1.194 13.942
7 O -11.404 -0.029 12.654
8 H -12.212 0.451 12.474
9 H -11.356 -0.068 13.609
10 O -14.214 2.921 10.591
11 H -15.000 2.840 10.051
12 H -13.889 2.025 10.678
13 O -11.527 -1.772 10.578
14 H -11.258 -1.250 9.822
15 H -11.284 -1.240 11.335
16 O -11.264 0.112 15.802
17 H -10.812 0.937 15.984
18 H -11.580 -0.181 16.657
19 O -10.518 -2.841 15.395
20 H -9.574 -2.992 15.443
21 H -10.602 -1.909 15.193
22 O -13.585 0.415 10.245
23 H -14.361 -0.105 10.455
24 H -12.886 -0.230 10.134
25 O -8.450 0.109 12.092
26 H -8.035 0.953 11.916
27 H -9.388 0.301 12.106

Here are the Löwdin charges for atoms 1 to 2, given in e:
1. O 0.28
2. H 0.06


4.
# C3H4Cl2N4

An isolated molecule of C3H4Cl2N4 in a non-equilibrium geometry (ωB97M-V/def2-TZVPD, the OMol25 dataset).

Output
Max |F| = 3.2 eV/A
Orbital gap = 9.8 eV
Structure (SMILES) = N#C[C@@H](Cl)C/N=N\NCl
Relative energy (zero: lowest compared OMol25 entry of this formula, charge and spin) = 2.717 eV

Positions of all 13 atoms, in Å:
1 N -1.543 0.414 2.278
2 C -1.553 -0.041 1.228
3 C -1.385 -0.707 -0.051
4 Cl -1.880 0.653 -1.212
5 C 0.097 -1.064 -0.433
6 N 0.798 -0.129 -1.390
7 N 1.433 0.871 -1.132
8 N 1.636 1.193 0.136
9 Cl 2.644 2.582 0.324
10 H -2.130 -1.474 -0.131
11 H 0.550 -0.971 0.483
12 H 0.237 -1.987 -1.010
13 H 1.094 0.661 0.910

Here are the Löwdin charges for atoms 1 to 2, given in e:
1. N 0.18
2. C -0.32